[1]
Molecular formula: C23H26I2N9NaSe
Method: DFT, ωB97M-V/def2-TZVPD

Values from the calculation:
lowest unoccupied orbital energy	-0.1548	eV
orbital gap	6.5	eV
energy above the lowest of the compared OMol25 structures with the same formula, charge and spin	2.5	kcal per mole

Last column: Löwdin charge in e.
CARTESIAN COORDINATES (ANGSTROEM)
1 Na -1.025 0.302 -1.724  0.15
2 N -2.078 -0.383 1.549  0.23
3 C -1.076 -1.219 1.309  -0.42
4 N -0.709 -2.060 2.285  0.19
5 C 0.320 -2.837 1.989  -0.46
6 N 0.777 -3.663 2.960  0.16
7 N 0.975 -2.875 0.813  0.17
8 C 0.495 -2.037 -0.097  -0.29
9 N -0.497 -1.179 0.081  0.16
10 C 1.140 -2.082 -1.451  -0.21
11 C 2.225 -2.918 -1.678  -0.02
12 C 2.797 -2.938 -2.939  -0.05
13 C 2.267 -2.130 -3.928  -0.05
14 C 1.181 -1.329 -3.610  -0.15
15 N 0.623 -1.304 -2.405  0.09
16 H -2.523 -0.414 2.448  0.12
17 H -2.423 0.263 0.843  0.06
18 H 0.200 -3.782 3.773  0.10
19 H 1.394 -4.406 2.686  0.10
20 H 2.591 -3.537 -0.873  0.10
21 H 3.647 -3.576 -3.144  0.11
22 H 2.685 -2.106 -4.924  0.11
23 H 0.743 -0.673 -4.354  0.09
24 I -2.272 1.407 -4.853  0.76
25 C -1.463 2.983 -3.680  -1.12
26 I 0.568 2.595 -3.151  0.84
27 H -2.048 3.006 -2.765  -0.07
28 H -1.523 3.900 -4.251  -0.04
29 C -4.221 -0.233 -1.426  -0.06
30 C -3.857 0.989 -0.638  -0.44
31 C -4.565 1.596 0.382  -0.10
32 C -3.773 2.689 0.816  -0.09
33 C -2.628 2.670 0.040  -0.42
34 C -1.504 3.658 0.068  -0.06
35 N -2.661 1.626 -0.850  -0.01
36 H -5.213 -0.588 -1.147  0.07
37 H -3.524 -1.062 -1.249  0.06
38 H -4.228 -0.033 -2.501  0.04
39 H -5.536 1.299 0.752  0.09
40 H -4.016 3.414 1.580  0.08
41 H -1.643 4.366 0.886  0.08
42 H -1.428 4.242 -0.854  0.06
43 H -0.532 3.179 0.214  0.02
44 C 4.164 -1.054 0.600  -0.03
45 N 3.106 -0.076 0.725  -0.07
46 C 2.745 0.829 -0.218  -0.77
47 Se 3.501 1.105 -1.863  0.56
48 N 1.715 1.539 0.302  0.12
49 C 1.426 1.120 1.595  -0.18
50 C 0.494 1.532 2.532  0.00
51 C 0.513 0.883 3.757  -0.08
52 C 1.423 -0.140 4.032  -0.09
53 C 2.349 -0.557 3.088  -0.02
54 C 2.326 0.091 1.865  -0.17
55 H 4.518 -1.038 -0.427  0.04
56 H 3.767 -2.040 0.844  0.08
57 H 4.987 -0.808 1.273  0.10
58 H 1.287 2.298 -0.203  0.08
59 H -0.227 2.308 2.315  0.11
60 H -0.202 1.172 4.516  0.11
61 H 1.399 -0.624 4.999  0.10
62 H 3.044 -1.359 3.292  0.11


[2]
Molecular formula: C23H26N2O4
Method: DFT, ωB97M-V/def2-TZVPD

Values from the calculation:
lowest unoccupied orbital energy	-0.3910	eV
orbital gap	8.2	eV
SMILES	COc1ccc(CCNC(=O)CCCCCN2C(=O)c3ccccc3C2=O)cc1
energy above the lowest of the compared OMol25 structures with the same formula, charge and spin	18.6	kcal per mole

Last column: Löwdin charge in e.
CARTESIAN COORDINATES (ANGSTROEM)
1 C -2.578 -0.600 -2.841  -0.08
2 O -2.295 -1.085 -1.548  -0.10
3 C -1.003 -1.400 -1.241  -0.27
4 C -0.803 -2.033 -0.013  0.01
5 C 0.462 -2.410 0.382  -0.02
6 C 1.569 -2.171 -0.429  -0.25
7 C 2.949 -2.592 -0.004  -0.13
8 C 3.402 -1.880 1.281  -0.17
9 N 3.285 -0.448 1.167  0.07
10 C 4.328 0.364 0.889  -0.51
11 O 5.474 -0.027 0.823  0.06
12 C 3.918 1.813 0.671  -0.10
13 C 3.254 1.997 -0.708  -0.18
14 C 1.915 2.735 -0.642  -0.20
15 C 0.815 1.857 -0.054  -0.18
16 C -0.523 2.587 0.039  -0.10
17 N -1.594 1.689 0.421  0.05
18 C -2.760 1.559 -0.324  -0.36
19 O -2.980 2.147 -1.353  0.12
20 C -3.599 0.588 0.414  -0.09
21 C -4.856 0.093 0.143  0.01
22 C -5.388 -0.837 1.029  -0.06
23 C -4.680 -1.250 2.147  -0.06
24 C -3.412 -0.747 2.421  0.00
25 C -2.886 0.175 1.541  -0.09
26 C -1.583 0.881 1.548  -0.36
27 O -0.679 0.805 2.344  0.12
28 C 1.362 -1.528 -1.640  -0.05
29 C 0.095 -1.143 -2.052  -0.03
30 H -2.162 0.400 -2.999  0.09
31 H -2.209 -1.282 -3.612  0.10
32 H -3.663 -0.540 -2.898  0.10
33 H -1.663 -2.233 0.607  0.11
34 H 0.590 -2.912 1.329  0.12
35 H 2.970 -3.669 0.174  0.12
36 H 3.660 -2.363 -0.800  0.12
37 H 4.455 -2.102 1.472  0.12
38 H 2.802 -2.214 2.132  0.12
39 H 2.348 -0.077 1.145  0.12
40 H 4.812 2.430 0.748  0.12
41 H 3.232 2.107 1.467  0.11
42 H 3.932 2.549 -1.359  0.11
43 H 3.088 1.022 -1.170  0.10
44 H 2.025 3.644 -0.046  0.12
45 H 1.626 3.036 -1.652  0.11
46 H 0.690 0.966 -0.674  0.10
47 H 1.088 1.538 0.952  0.09
48 H -0.808 3.010 -0.929  0.13
49 H -0.458 3.397 0.773  0.14
50 H -5.403 0.418 -0.728  0.12
51 H -6.370 -1.247 0.843  0.11
52 H -5.119 -1.976 2.816  0.11
53 H -2.854 -1.064 3.289  0.12
54 H 2.203 -1.326 -2.287  0.12
55 H -0.021 -0.648 -3.003  0.11


[3]
Molecular formula: C23H26N2O5
Method: DFT, ωB97M-V/def2-TZVPD

Values from the calculation:
lowest unoccupied orbital energy	0.2564	eV
orbital gap	8.0	eV
SMILES	CCOC(=O)c1cnc2ccc(OC)cc2c1NCCc1ccc(OC)c(OC)c1
energy above the lowest of the compared OMol25 structures with the same formula, charge and spin	65.5	kcal per mole

Last column: Löwdin charge in e.
CARTESIAN COORDINATES (ANGSTROEM)
1 C 1.904 -3.317 -4.628  -0.06
2 C 2.096 -3.353 -3.118  -0.22
3 O 2.088 -2.043 -2.559  -0.03
4 C 0.890 -1.497 -2.296  -0.45
5 O -0.152 -2.112 -2.481  0.07
6 C 0.984 -0.143 -1.761  -0.05
7 C 2.256 0.435 -1.545  -0.09
8 N 2.461 1.601 -1.018  0.10
9 C 1.385 2.383 -0.768  -0.23
10 C 1.619 3.693 -0.308  0.00
11 C 0.591 4.576 -0.155  0.01
12 C -0.724 4.199 -0.493  -0.27
13 O -1.656 5.188 -0.382  -0.08
14 C -2.991 4.898 -0.715  -0.09
15 C -0.985 2.912 -0.906  0.03
16 C 0.050 1.962 -0.999  -0.06
17 C -0.162 0.595 -1.388  -0.12
18 N -1.381 0.028 -1.454  0.07
19 C -2.531 0.270 -0.620  -0.18
20 C -2.933 -1.010 0.136  -0.12
21 C -2.024 -1.251 1.309  -0.24
22 C -2.402 -0.865 2.581  -0.05
23 C -1.559 -1.064 3.665  -0.01
24 C -0.314 -1.640 3.491  -0.20
25 O 0.587 -1.886 4.483  -0.07
26 C 0.230 -1.559 5.801  -0.09
27 C 0.091 -2.021 2.191  -0.18
28 O 1.331 -2.576 2.109  -0.05
29 C 1.841 -2.889 0.838  -0.07
30 C -0.769 -1.828 1.125  0.04
31 H 0.921 -2.918 -4.868  0.08
32 H 2.662 -2.688 -5.087  0.08
33 H 1.984 -4.323 -5.029  0.08
34 H 1.302 -3.947 -2.651  0.12
35 H 3.072 -3.766 -2.854  0.13
36 H 3.138 -0.137 -1.798  0.12
37 H 2.640 3.979 -0.110  0.11
38 H 0.756 5.586 0.185  0.12
39 H -3.090 4.606 -1.765  0.10
40 H -3.544 5.821 -0.545  0.09
41 H -3.402 4.108 -0.077  0.10
42 H -1.974 2.637 -1.228  0.09
43 H -1.356 -0.909 -1.857  0.10
44 H -2.306 1.046 0.114  0.12
45 H -3.372 0.595 -1.247  0.12
46 H -2.901 -1.855 -0.554  0.12
47 H -3.959 -0.895 0.488  0.11
48 H -3.369 -0.412 2.743  0.11
49 H -1.890 -0.761 4.645  0.10
50 H 0.055 -0.484 5.919  0.10
51 H -0.660 -2.108 6.127  0.10
52 H 1.079 -1.853 6.416  0.09
53 H 1.227 -3.639 0.327  0.10
54 H 2.835 -3.298 1.012  0.10
55 H 1.925 -1.996 0.209  0.08
56 H -0.479 -2.138 0.134  0.10


[4]
Molecular formula: C23H26N2O6S
Method: DFT, ωB97M-V/def2-TZVPD

Values from the calculation:
lowest unoccupied orbital energy	0.3278	eV
orbital gap	8.2	eV
SMILES	CCOC(=O)c1ccc(NC(=O)c2c(NC(=O)CCC(=O)O)sc3c2CCCCC3)cc1
energy above the lowest of the compared OMol25 structures with the same formula, charge and spin	0.0	kcal per mole

Last column: Löwdin charge in e.
CARTESIAN COORDINATES (ANGSTROEM)
1 C -0.431 5.896 3.222  -0.06
2 C 0.963 5.681 2.665  -0.23
3 O 0.936 4.537 1.813  -0.01
4 C 2.075 4.258 1.164  -0.45
5 O 3.080 4.918 1.283  0.11
6 C 1.958 3.065 0.297  -0.13
7 C 3.074 2.667 -0.438  0.00
8 C 3.012 1.560 -1.254  -0.01
9 C 1.832 0.818 -1.347  -0.25
10 N 1.812 -0.293 -2.186  0.14
11 C 0.955 -1.365 -2.205  -0.40
12 O 0.798 -1.978 -3.255  0.06
13 C 0.258 -1.732 -0.972  -0.14
14 C -1.026 -2.231 -1.062  -0.42
15 N -1.704 -2.480 -2.229  0.12
16 C -3.016 -2.814 -2.233  -0.49
17 O -3.638 -2.961 -1.199  0.00
18 C -3.637 -2.985 -3.606  -0.08
19 C -4.858 -2.071 -3.705  -0.08
20 C -4.461 -0.623 -3.560  -0.53
21 O -3.354 -0.221 -3.319  0.12
22 O -5.505 0.195 -3.729  0.11
23 S -1.763 -2.471 0.470  1.19
24 C -0.284 -1.996 1.263  -0.46
25 C 0.697 -1.644 0.389  -0.23
26 C 2.098 -1.344 0.828  -0.13
27 C 2.720 -2.504 1.617  -0.18
28 C 2.267 -2.594 3.072  -0.21
29 C 0.821 -3.046 3.259  -0.20
30 C -0.201 -2.024 2.750  -0.20
31 C 0.704 1.237 -0.641  0.00
32 C 0.772 2.345 0.177  0.01
33 H -0.748 5.024 3.787  0.08
34 H -1.137 6.061 2.412  0.08
35 H -0.433 6.763 3.877  0.08
36 H 1.301 6.547 2.085  0.13
37 H 1.691 5.508 3.467  0.13
38 H 3.983 3.242 -0.350  0.12
39 H 3.878 1.253 -1.822  0.12
40 H 2.394 -0.230 -3.014  0.16
41 H -1.156 -2.346 -3.076  0.13
42 H -3.955 -4.023 -3.716  0.13
43 H -2.913 -2.744 -4.384  0.12
44 H -5.385 -2.199 -4.652  0.13
45 H -5.556 -2.300 -2.896  0.13
46 H -5.238 1.120 -3.611  0.13
47 H 2.113 -0.440 1.443  0.13
48 H 2.719 -1.162 -0.048  0.11
49 H 3.804 -2.371 1.610  0.11
50 H 2.498 -3.444 1.106  0.12
51 H 2.403 -1.620 3.549  0.11
52 H 2.917 -3.305 3.589  0.11
53 H 0.646 -3.209 4.325  0.11
54 H 0.663 -3.997 2.747  0.12
55 H 0.074 -1.032 3.123  0.12
56 H -1.187 -2.272 3.146  0.10
57 H -0.227 0.705 -0.748  0.12
58 H -0.102 2.668 0.722  0.12


Please write out number 3 again, unchanged.
Molecular formula: C23H26N2O5
Method: DFT, ωB97M-V/def2-TZVPD

Values from the calculation:
lowest unoccupied orbital energy	0.2564	eV
orbital gap	8.0	eV
SMILES	CCOC(=O)c1cnc2ccc(OC)cc2c1NCCc1ccc(OC)c(OC)c1
energy above the lowest of the compared OMol25 structures with the same formula, charge and spin	65.5	kcal per mole

Last column: Löwdin charge in e.
CARTESIAN COORDINATES (ANGSTROEM)
1 C 1.904 -3.317 -4.628  -0.06
2 C 2.096 -3.353 -3.118  -0.22
3 O 2.088 -2.043 -2.559  -0.03
4 C 0.890 -1.497 -2.296  -0.45
5 O -0.152 -2.112 -2.481  0.07
6 C 0.984 -0.143 -1.761  -0.05
7 C 2.256 0.435 -1.545  -0.09
8 N 2.461 1.601 -1.018  0.10
9 C 1.385 2.383 -0.768  -0.23
10 C 1.619 3.693 -0.308  0.00
11 C 0.591 4.576 -0.155  0.01
12 C -0.724 4.199 -0.493  -0.27
13 O -1.656 5.188 -0.382  -0.08
14 C -2.991 4.898 -0.715  -0.09
15 C -0.985 2.912 -0.906  0.03
16 C 0.050 1.962 -0.999  -0.06
17 C -0.162 0.595 -1.388  -0.12
18 N -1.381 0.028 -1.454  0.07
19 C -2.531 0.270 -0.620  -0.18
20 C -2.933 -1.010 0.136  -0.12
21 C -2.024 -1.251 1.309  -0.24
22 C -2.402 -0.865 2.581  -0.05
23 C -1.559 -1.064 3.665  -0.01
24 C -0.314 -1.640 3.491  -0.20
25 O 0.587 -1.886 4.483  -0.07
26 C 0.230 -1.559 5.801  -0.09
27 C 0.091 -2.021 2.191  -0.18
28 O 1.331 -2.576 2.109  -0.05
29 C 1.841 -2.889 0.838  -0.07
30 C -0.769 -1.828 1.125  0.04
31 H 0.921 -2.918 -4.868  0.08
32 H 2.662 -2.688 -5.087  0.08
33 H 1.984 -4.323 -5.029  0.08
34 H 1.302 -3.947 -2.651  0.12
35 H 3.072 -3.766 -2.854  0.13
36 H 3.138 -0.137 -1.798  0.12
37 H 2.640 3.979 -0.110  0.11
38 H 0.756 5.586 0.185  0.12
39 H -3.090 4.606 -1.765  0.10
40 H -3.544 5.821 -0.545  0.09
41 H -3.402 4.108 -0.077  0.10
42 H -1.974 2.637 -1.228  0.09
43 H -1.356 -0.909 -1.857  0.10
44 H -2.306 1.046 0.114  0.12
45 H -3.372 0.595 -1.247  0.12
46 H -2.901 -1.855 -0.554  0.12
47 H -3.959 -0.895 0.488  0.11
48 H -3.369 -0.412 2.743  0.11
49 H -1.890 -0.761 4.645  0.10
50 H 0.055 -0.484 5.919  0.10
51 H -0.660 -2.108 6.127  0.10
52 H 1.079 -1.853 6.416  0.09
53 H 1.227 -3.639 0.327  0.10
54 H 2.835 -3.298 1.012  0.10
55 H 1.925 -1.996 0.209  0.08
56 H -0.479 -2.138 0.134  0.10